# 1
A structure of composition C34H38N3O6RuTe, computed with the ωB97M-V functional and the def2-TZVPD basis.

The geometry in ORCA input format:
```
! wB97M-V def2-TZVPD RIJCOSX def2/J DEFGRID3
* xyz 1 5
Ru -2.05 -2.42 0.70
O -0.67 -3.00 4.70
C -1.01 -3.19 3.44
O -2.02 -2.72 2.95
C -0.03 -4.08 2.73
O -0.15 -3.96 1.34
C -0.51 -5.19 0.67
C -2.01 -5.41 0.60
O -2.43 -6.54 0.54
O -2.73 -4.31 0.56
H -1.35 -2.47 5.14
H -0.24 -5.10 3.07
H 0.97 -3.82 3.05
H -0.04 -6.05 1.15
H -0.12 -5.11 -0.35
C -6.47 -2.40 0.82
C -6.78 -2.12 -0.50
C -5.77 -1.73 -1.36
C -4.48 -1.63 -0.87
N -4.19 -1.85 0.41
C -5.16 -2.25 1.24
C -3.32 -1.38 -1.77
C -3.39 -0.53 -2.86
C -2.28 -0.39 -3.68
C -1.14 -1.13 -3.40
C -1.14 -1.94 -2.28
N -2.20 -2.06 -1.47
H -7.23 -2.74 1.51
H -7.80 -2.23 -0.86
H -5.97 -1.55 -2.41
H -4.87 -2.44 2.26
H -4.29 0.03 -3.04
H -2.30 0.29 -4.52
H -0.27 -1.08 -4.03
H -0.28 -2.53 -2.01
C -2.84 0.86 2.03
C -1.70 0.52 1.09
O -1.12 1.51 0.57
N -1.33 -0.73 0.88
Te 0.94 0.66 -0.62
C 2.18 1.71 -1.98
C 1.58 2.45 -2.99
C 0.09 2.71 -3.07
C 2.40 3.04 -3.95
C 3.78 2.93 -3.91
C 4.66 3.59 -4.94
C 4.35 2.19 -2.87
C 3.58 1.56 -1.91
C 4.28 0.76 -0.83
C 1.76 1.48 1.13
C 1.75 2.87 1.31
C 1.16 3.84 0.32
C 2.33 3.37 2.47
C 2.89 2.56 3.44
C 3.53 3.13 4.68
C 2.85 1.18 3.24
C 2.29 0.62 2.10
C 2.32 -0.89 1.98
H -3.48 1.62 1.58
H -2.40 1.30 2.94
H -3.41 -0.02 2.30
H -0.50 1.96 -2.53
H -0.24 2.72 -4.11
H -0.15 3.68 -2.64
H 1.94 3.61 -4.76
H 4.06 4.09 -5.71
H 5.30 2.85 -5.44
H 5.32 4.33 -4.48
H 5.43 2.09 -2.83
H 5.27 0.46 -1.17
H 3.74 -0.15 -0.57
H 4.40 1.34 0.08
H 0.30 3.43 -0.20
H 1.90 4.15 -0.43
H 0.81 4.74 0.84
H 2.33 4.45 2.62
H 3.35 4.21 4.75
H 4.61 2.97 4.66
H 3.14 2.66 5.58
H 3.27 0.52 3.99
H 2.26 -1.34 2.97
H 3.25 -1.23 1.53
H 1.50 -1.28 1.38
*
```

As for the expectation value of S²: 6.0213. For the LUMO energy (alpha / beta), the calculation gives -2.701 / -4.045 eV. The gap between HOMO and LUMO (alpha / beta) comes out at 7.43 / 7.05 eV. The value obtained for the highest occupied orbital energy (alpha / beta) is -10.13 / -11.09 eV.

Here are the Mulliken charges for atoms 1 to 2, given in e:
1 Ru 0.2366
2 O -0.4875

# 2
A structure of composition C28H35FN2O3PTi, computed with the ωB97M-V functional and the def2-TZVPD basis.

The geometry in ORCA input format:
```
! wB97M-V def2-TZVPD RIJCOSX def2/J DEFGRID3
* xyz 2 2
Ti 0.42 0.75 -0.10
C 2.99 2.66 0.51
C 3.21 2.32 -0.96
C 2.02 2.83 -1.78
C 3.58 0.90 -1.39
C 4.41 0.85 -2.51
C 4.75 -0.35 -3.10
C 4.27 -1.53 -2.57
C 3.46 -1.57 -1.43
C 3.06 -2.98 -0.99
C 3.35 -3.36 0.46
C 1.65 -3.37 -1.46
C 3.13 -0.33 -0.87
N 2.31 -0.25 0.34
C 2.92 -0.17 1.64
C 4.23 -0.50 1.91
C 4.69 -0.37 3.21
C 3.86 0.09 4.22
C 2.54 0.44 3.95
C 2.12 0.31 2.66
F 0.85 0.71 2.27
H 2.94 3.75 0.61
H 3.77 2.29 1.17
H 2.03 2.29 0.92
H 4.06 2.92 -1.27
H 1.04 2.46 -1.41
H 2.06 2.54 -2.82
H 1.93 3.91 -1.70
H 4.79 1.78 -2.92
H 5.39 -0.36 -3.97
H 4.54 -2.46 -3.04
H 3.73 -3.61 -1.58
H 2.72 -2.88 1.20
H 4.39 -3.17 0.71
H 3.20 -4.44 0.57
H 0.84 -2.90 -0.91
H 1.53 -4.45 -1.34
H 1.52 -3.14 -2.52
H 4.88 -0.85 1.11
H 5.72 -0.62 3.44
H 4.23 0.18 5.23
H 1.87 0.81 4.72
C -0.38 4.42 0.38
P -0.98 2.77 0.85
C -1.17 2.82 2.64
C -2.61 2.60 0.11
C -3.70 2.14 0.84
C -4.93 1.96 0.22
C -5.07 2.23 -1.14
C -3.98 2.69 -1.87
C -2.76 2.87 -1.26
H -0.28 4.50 -0.70
H 0.59 4.61 0.85
H -1.10 5.17 0.73
H -1.89 3.61 2.90
H -0.21 3.05 3.10
H -1.53 1.87 3.03
H -3.61 1.92 1.90
H -5.77 1.61 0.79
H -6.03 2.10 -1.62
H -4.10 2.92 -2.92
H -1.92 3.24 -1.85
O 0.80 -1.77 1.21
N 1.07 -1.06 0.30
C -2.17 -0.78 -2.46
C -1.20 -0.17 -1.54
O -1.35 -0.16 -0.27
O -0.12 0.42 -1.94
H -3.14 -0.30 -2.28
H -2.28 -1.84 -2.20
H -1.86 -0.66 -3.49
*
```

As for the expectation value of S²: 0.7837. For the LUMO energy (alpha / beta), the calculation gives -7.579 / -7.725 eV. The gap between HOMO and LUMO (alpha / beta) comes out at 7.08 / 7.00 eV. The value obtained for the highest occupied orbital energy (alpha / beta) is -14.66 / -14.73 eV.

Here are the Mulliken charges for atoms 1 to 2, given in e:
1 Ti -0.6597
2 C -1.1157

# 3
A structure of composition C45H40AsN3O4Ru at a distorted geometry, computed with the ωB97M-V functional and the def2-TZVPD basis.

The geometry in ORCA input format:
```
! wB97M-V def2-TZVPD RIJCOSX def2/J DEFGRID3
* xyz 2 5
Ru 0.20 0.42 0.29
O -3.65 -0.13 1.18
C -2.61 0.29 0.80
O -1.40 -0.13 1.25
C -2.47 1.34 -0.27
C -3.45 2.14 -0.81
C -3.08 3.08 -1.77
C -1.76 3.19 -2.19
C -0.83 2.35 -1.61
N -1.21 1.47 -0.69
C 0.66 2.31 -1.84
O 1.22 2.96 -2.67
O 1.28 1.45 -1.00
H -4.47 2.03 -0.46
H -3.83 3.73 -2.20
H -1.44 3.91 -2.93
C 3.61 1.50 0.86
C 3.51 0.07 0.40
C 4.47 -0.44 -0.47
C 4.44 -1.78 -0.84
C 3.46 -2.64 -0.35
C 2.48 -2.18 0.51
C 1.46 -3.10 1.10
C 2.51 -0.81 0.85
N 1.50 -0.29 1.72
C 1.57 -0.24 2.99
C 2.73 -0.79 3.75
C 0.54 0.56 3.73
C 0.13 0.13 5.10
N 0.17 1.59 3.07
C -0.61 2.63 3.67
C -1.90 2.44 4.19
C -2.62 1.11 4.22
C -2.55 3.55 4.72
C -1.96 4.79 4.73
C -0.69 4.96 4.19
C -0.01 3.89 3.64
C 1.37 4.08 3.07
H 3.83 2.15 0.02
H 4.42 1.60 1.58
H 2.70 1.86 1.34
H 5.25 0.21 -0.83
H 5.20 -2.16 -1.51
H 3.47 -3.69 -0.63
H 1.46 -4.06 0.58
H 0.44 -2.69 1.07
H 1.68 -3.30 2.15
H 3.63 -0.80 3.13
H 2.53 -1.82 4.05
H 2.90 -0.21 4.65
H 0.94 -0.39 5.62
H -0.71 -0.56 5.03
H -0.18 0.99 5.69
H -3.61 1.21 3.79
H -2.75 0.76 5.24
H -2.10 0.33 3.66
H -3.55 3.41 5.13
H -2.49 5.64 5.16
H -0.23 5.94 4.19
H 1.58 5.14 2.92
H 1.47 3.57 2.11
H 2.14 3.69 3.74
C 0.88 -5.87 -2.64
C 1.68 -4.86 -3.15
C 1.39 -3.53 -2.88
C 0.27 -3.22 -2.12
C -0.54 -4.23 -1.60
C -0.23 -5.56 -1.86
As -0.21 -1.38 -1.77
C 0.23 -0.52 -3.44
C 1.45 -0.05 -3.86
C 1.56 0.47 -5.15
C 0.46 0.51 -5.99
C -0.78 0.06 -5.56
C -0.91 -0.46 -4.27
C -2.16 -0.93 -3.66
C -3.42 -0.95 -4.27
C -4.53 -1.37 -3.56
C -4.41 -1.76 -2.23
C -3.17 -1.77 -1.60
C -2.06 -1.37 -2.32
H 1.11 -6.90 -2.85
H 2.54 -5.11 -3.76
H 2.02 -2.75 -3.29
H -1.41 -4.00 -0.99
H -0.86 -6.34 -1.47
H 2.32 -0.06 -3.21
H 2.52 0.85 -5.50
H 0.56 0.91 -6.99
H -1.64 0.11 -6.22
H -3.53 -0.63 -5.30
H -5.50 -1.39 -4.04
H -5.29 -2.08 -1.68
H -3.09 -2.09 -0.57
*
```

As for the expectation value of S²: 6.0523. For the LUMO energy (alpha / beta), the calculation gives -6.058 / -9.617 eV. The gap between HOMO and LUMO (alpha / beta) comes out at 6.70 / 3.20 eV. The value obtained for the highest occupied orbital energy (alpha / beta) is -12.75 / -12.82 eV.

Here are the Mulliken charges for atoms 1 to 2, given in e:
1 Ru 0.9288
2 O -0.6304

# 4
The molecule C5H5NO2 at a distorted geometry, computed with the ωB97M-V functional and the def2-TZVPD basis.

The geometry in ORCA input format:
```
! wB97M-V def2-TZVPD RIJCOSX def2/J DEFGRID3
* xyz 0 1
C -2.59 -1.09 0.19
C -1.64 -0.38 -0.10
C -0.51 0.49 0.10
C -0.39 1.80 -0.22
N 0.64 -0.27 0.63
O 0.37 -1.66 -0.15
C 1.98 0.10 0.21
O 2.72 -0.81 -0.14
H -3.28 -2.13 0.27
H 0.43 2.40 0.21
H -1.28 2.36 -0.70
H 1.22 -1.92 -0.84
H 2.33 1.11 0.55
*
```

For the LUMO energy, the calculation gives 0.244 eV. The gap between HOMO and LUMO comes out at 9.50 eV. The value obtained for the highest occupied orbital energy is -9.26 eV.

Here are the Mulliken charges for atoms 1 to 2, given in e:
1 C -0.1444
2 C -0.3389

# 5
A structure of composition C36H36N8O4PPdS3, computed with the ωB97M-V functional and the def2-TZVPD basis.

The geometry in ORCA input format:
```
! wB97M-V def2-TZVPD RIJCOSX def2/J DEFGRID3
* xyz 0 2
Pd 0.19 -1.20 -0.05
C -4.07 -1.82 3.17
C -2.61 -1.53 3.44
O -1.84 -2.74 3.34
P -0.79 -2.91 2.15
S 0.62 -1.49 2.32
S -1.66 -2.93 0.38
O -0.22 -4.36 2.48
C 0.46 -4.61 3.72
C -0.43 -5.42 4.64
H -4.65 -0.91 3.27
H -4.45 -2.56 3.88
H -4.19 -2.21 2.16
H -2.45 -1.14 4.44
H -2.22 -0.79 2.73
H 0.75 -3.67 4.18
H 1.36 -5.16 3.46
H -1.33 -4.86 4.90
H 0.11 -5.66 5.56
H -0.73 -6.35 4.16
C 0.84 0.43 -5.39
N 0.26 -0.19 -4.21
C 0.84 -0.46 -3.04
N -0.08 -0.81 -2.17
C -1.24 -0.70 -2.87
N -1.09 -0.32 -4.11
C 0.78 1.93 -5.33
C -0.03 2.66 -6.18
C -0.09 4.05 -6.08
C 0.64 4.71 -5.11
C 1.45 3.98 -4.25
C 1.51 2.60 -4.36
C 2.21 4.66 -3.21
N 2.33 5.92 -2.99
N 3.12 6.04 -1.85
C 3.42 4.85 -1.49
O 2.88 3.91 -2.30
C 4.20 4.41 -0.34
C 4.70 5.35 0.55
C 5.40 4.92 1.67
C 5.58 3.56 1.90
C 5.09 2.62 1.01
C 5.34 1.15 1.29
N 4.52 0.24 0.52
C 3.19 0.18 0.38
N 2.86 -0.81 -0.42
C 4.06 -1.35 -0.75
N 5.10 -0.75 -0.20
C 4.40 3.05 -0.12
H 0.29 0.05 -6.25
H 1.88 0.08 -5.45
H 1.89 -0.41 -2.84
H -2.21 -0.93 -2.44
H -0.62 2.14 -6.93
H -0.73 4.61 -6.76
H 0.59 5.79 -5.01
H 2.14 2.04 -3.67
H 4.54 6.40 0.36
H 5.79 5.64 2.37
H 6.11 3.23 2.79
H 5.19 0.95 2.36
H 6.37 0.89 1.05
H 2.49 0.87 0.84
H 4.17 -2.22 -1.38
H 4.01 2.34 -0.83
O 0.66 1.69 -0.21
S -0.81 1.88 -0.36
C -1.09 3.62 -0.70
C -0.17 4.57 -0.28
C -0.42 5.91 -0.54
C -1.57 6.28 -1.23
C -2.47 5.32 -1.66
C -2.22 3.98 -1.40
C -1.50 1.91 1.31
C -2.87 1.93 1.48
C -3.39 1.99 2.76
C -2.53 2.02 3.86
C -1.16 1.96 3.67
C -0.63 1.91 2.39
H 0.72 4.25 0.25
H 0.28 6.66 -0.21
H -1.75 7.32 -1.44
H -3.35 5.61 -2.22
H -2.91 3.21 -1.76
H -3.54 1.90 0.62
H -4.46 2.02 2.91
H -2.94 2.06 4.86
H -0.49 1.95 4.52
H 0.43 1.85 2.21
*
```

As for the expectation value of S²: 0.7535. For the LUMO energy (alpha / beta), the calculation gives -0.119 / -0.119 eV. The gap between HOMO and LUMO (alpha / beta) comes out at 6.32 / 7.34 eV. The value obtained for the highest occupied orbital energy (alpha / beta) is -6.44 / -7.46 eV.

Here are the Mulliken charges for atoms 1 to 2, given in e:
1 Pd 0.2097
2 C -1.2073

# 6
The molecule C3H2N2S2 at a distorted geometry, computed with the ωB97M-V functional and the def2-TZVPD basis.

The geometry in ORCA input format:
```
! wB97M-V def2-TZVPD RIJCOSX def2/J DEFGRID3
* xyz 0 1
C 0.41 -1.42 -0.20
C 0.02 2.35 0.16
C -0.70 -1.79 0.35
N 0.66 1.49 -0.35
N 1.68 0.84 -0.80
S -1.05 3.36 0.71
S 1.58 -0.74 -1.09
H -0.96 -1.89 1.41
H -1.64 -2.20 -0.20
*
```

For the LUMO energy, the calculation gives -1.272 eV. The gap between HOMO and LUMO comes out at 6.57 eV. The value obtained for the highest occupied orbital energy is -7.84 eV.

Here are the Mulliken charges for atoms 1 to 2, given in e:
1 C 0.0649
2 C 0.2562

Ordered ΔE to the lowest compared entry with this formula, charge and spin results: 0.0 31.9 79.4 684.6 0.0 430.5; unit kJ/mol.